2 unconnected molecules or ions with the total composition C5H13NO. Source: OMol25; level of theory: wB97M-V/def2-TZVPD.

Each line ends with the natural charge from an NBO analysis.
Atoms and positions in Å:
C: 1.0657 -2.1784 -0.1723  -0.731
C: 2.3945 -1.5131 -0.2955  0.665
N: 2.4326 -0.4416 -1.1358  -0.830
O: 3.3956 -1.9064 0.2662  -0.603
H: 0.5446 -2.3632 -1.1080  0.225
H: 0.3596 -1.6572 0.4717  0.236
H: 1.1058 -3.1721 0.2783  0.244
H: 3.3143 0.0384 -1.2799  0.403
H: 1.6225 0.0015 -1.5353  0.390
C: -1.2467 2.4662 0.5392  -0.605
C: -1.5230 1.0355 1.0192  -0.404
C: -1.7639 0.0883 -0.1406  -0.604
H: -0.6578 3.0377 1.2605  0.209
H: -2.1551 3.0221 0.3190  0.207
H: -0.5502 2.4296 -0.3091  0.197
H: -0.6252 0.7297 1.5403  0.197
H: -2.3541 0.9832 1.7122  0.201
H: -2.5006 0.3941 -0.8922  0.208
H: -0.8274 -0.0657 -0.6993  0.185
H: -2.0312 -0.9287 0.1615  0.208

Maximum force in Eh/bohr: 0.033
LUMO level in eV: 0.790
SMILES: CC(N)=O.CCC
Charge: 0
Frontier orbital gap in eV: 10.66
ΔE to the lowest compared entry with this formula, charge and spin in kJ/mol: 21.6